(1)
The following is a quantum chemistry calculation of 2 unconnected molecules or ions with the total composition C26H31BrFNO7S, from the Open Molecules 2025 dataset.

```
68
C26H31BrFNO7S | the Open Molecules 2025 dataset | ωB97M-V/def2-TZVPD
C 4.961 -0.958 -0.693
C 4.162 -0.186 0.246
C 3.362 -1.022 1.364
C 1.779 -0.626 1.420
F 1.459 0.135 2.612
O 1.674 0.406 0.371
S 0.158 1.122 0.371
O 0.070 2.347 1.264
O -0.128 1.636 -1.033
C -1.030 -0.218 0.865
C -2.541 0.149 0.569
O -2.901 1.262 1.472
C -3.455 2.354 0.737
C -4.961 2.438 0.196
O -2.711 3.342 0.535
C -0.468 -1.613 0.256
C -1.576 -2.776 0.313
C -1.195 -4.078 -0.598
C -0.106 -1.496 -1.333
C -1.377 -1.218 -2.221
C -1.054 -1.134 -3.728
C 0.420 -1.333 -4.096
N 1.565 -1.548 -3.301
C 1.315 -1.637 -1.908
C 0.863 -1.914 1.165
C 0.566 -2.824 2.473
Br 1.854 -2.636 3.973
C 0.643 -4.423 2.130
C -0.700 -5.211 2.613
H 4.661 -0.981 -1.790
H 5.861 -1.523 -0.264
H 4.149 0.965 0.205
H 3.531 -2.145 1.314
H 3.782 -0.661 2.382
H -0.932 -0.333 2.013
H -3.303 -0.679 0.812
H -2.641 0.546 -0.502
H -5.410 3.388 0.669
H -4.899 2.517 -0.938
H -5.526 1.527 0.580
H -1.880 -3.082 1.385
H -2.589 -2.452 -0.142
H -1.701 -3.973 -1.631
H -1.656 -4.996 -0.107
H -0.081 -4.167 -0.805
H -2.430 -1.133 -1.816
H -1.844 -0.947 -4.543
H 0.637 -1.302 -5.228
H 2.229 -1.802 -1.229
H 1.523 -2.629 0.538
H -0.467 -2.539 2.903
H 1.489 -4.937 2.725
H 0.902 -4.619 1.035
H -1.137 -5.874 1.794
H -1.491 -4.462 2.998
H -0.488 -5.898 3.516
O 3.342 6.177 -0.409
C 2.154 6.166 -0.677
C 1.532 7.262 -1.451
C 0.232 7.251 -1.743
C -0.645 6.142 -1.307
O -1.832 6.133 -1.577
C -0.023 5.046 -0.534
C 1.279 5.057 -0.242
H 2.188 8.066 -1.763
H -0.240 8.046 -2.307
H -0.677 4.242 -0.222
H 1.750 4.263 0.322
```

Charge: 0
2S+1: 1
HOMO-LUMO gap, Ha: 0.272
E, eV: -126869.919

***

(2)
The following is a quantum chemistry calculation of a molecular structure, C26H31BrN2O4PPdS2, from the Open Molecules 2025 dataset.

```
68
C26H31BrN2O4PPdS2 | the Open Molecules 2025 dataset | ωB97M-V/def2-TZVPD
Pd -0.309 0.557 0.135
C -1.906 -2.189 3.633
C -2.686 -2.506 2.356
C -1.823 -3.247 1.366
C -1.559 -4.591 1.612
C -0.703 -5.316 0.802
C -0.115 -4.702 -0.289
C -0.375 -3.371 -0.598
C 0.231 -2.776 -1.843
C 1.744 -2.587 -1.749
C -1.227 -2.647 0.246
N -1.542 -1.293 -0.084
C -2.695 -0.997 -0.586
C -3.018 0.354 -0.847
C -4.113 0.998 -1.427
C -3.793 2.356 -1.451
C -2.518 2.489 -0.888
N -2.068 1.285 -0.522
H -2.523 -1.635 4.342
H -1.020 -1.597 3.416
H -1.580 -3.114 4.114
H -3.096 -1.593 1.923
H -3.536 -3.142 2.616
H -2.033 -5.065 2.465
H -0.508 -6.360 1.012
H 0.536 -5.270 -0.944
H -0.223 -1.817 -2.069
H -0.006 -3.438 -2.682
H 2.002 -1.963 -0.892
H 2.118 -2.101 -2.651
H 2.270 -3.537 -1.634
H -3.410 -1.790 -0.799
H -5.016 0.528 -1.782
H -4.400 3.164 -1.825
H -1.919 3.375 -0.749
C 3.116 0.155 5.745
C 3.075 0.488 4.276
O 1.680 0.615 3.894
P 1.259 1.246 2.517
S -0.749 1.168 2.339
S 1.931 0.269 0.900
O 1.847 2.703 2.642
C 1.757 3.656 1.536
C 0.638 4.637 1.780
H 4.151 0.022 6.061
H 2.572 -0.768 5.944
H 2.673 0.957 6.333
H 3.513 -0.306 3.669
H 3.582 1.428 4.060
H 1.626 3.114 0.600
H 2.729 4.146 1.522
H -0.325 4.128 1.803
H 0.621 5.366 0.969
H 0.778 5.167 2.722
Br -1.517 0.184 -4.355
C 0.081 1.141 -4.700
C 0.433 1.323 -6.030
C 1.550 2.075 -6.353
C 2.304 2.669 -5.351
C 1.937 2.495 -4.029
C 0.837 1.714 -3.682
C 0.551 1.549 -2.217
O 0.666 2.509 -1.447
O 0.189 0.372 -1.846
H -0.177 0.880 -6.806
H 1.822 2.206 -7.393
H 3.170 3.267 -5.600
H 2.499 2.959 -3.229
```

Charge: 0
2S+1: 2
HOMO-LUMO gap (alpha / beta), Ha: 0.257 / 0.228
E, eV: -143120.241
Energy above the lowest of the compared OMol25 structures with the same formula, charge and spin, eV: 0.0000

***

(3)
The following is a quantum chemistry calculation of a molecular structure, C26H31BrN3O11P2S3Ta, from the Open Molecules 2025 dataset.

```
78
C26H31BrN3O11P2S3Ta | the Open Molecules 2025 dataset | ωB97M-V/def2-TZVPD
Ta 0.657 0.616 0.572
C -2.531 1.164 -2.944
N -2.512 -0.167 -2.339
C -3.189 -1.233 -3.079
C -1.897 -0.402 -1.204
O -1.341 0.517 -0.537
C -1.904 -1.838 -0.694
O -1.254 -1.962 0.543
C -2.034 -1.845 1.695
C -1.396 -0.805 2.594
O -0.473 -0.063 2.141
N -1.808 -0.700 3.827
C -2.855 -1.565 4.367
C -1.208 0.263 4.753
H -3.524 1.607 -2.850
H -2.277 1.080 -3.999
H -1.803 1.802 -2.458
H -3.657 -0.803 -3.958
H -3.969 -1.703 -2.480
H -2.482 -2.000 -3.402
H -1.329 -2.442 -1.399
H -2.921 -2.238 -0.652
H -2.047 -2.812 2.206
H -3.067 -1.553 1.478
H -3.707 -1.636 3.692
H -3.201 -1.143 5.305
H -2.473 -2.567 4.566
H -0.350 0.739 4.291
H -0.893 -0.256 5.658
H -1.950 1.014 5.022
O 3.392 1.230 3.591
P 2.314 1.526 2.515
O 0.993 2.020 2.928
O 2.123 0.233 1.700
O 2.990 2.607 1.507
P 2.467 2.504 -0.013
O 2.956 3.782 -0.731
O 0.918 2.443 0.102
O 2.875 1.224 -0.604
H 3.646 1.946 4.195
H 2.787 4.655 -0.343
O 0.913 -0.749 -0.532
C 1.860 -1.442 -1.428
C 1.250 -2.718 -1.975
C 0.519 -2.841 -3.127
C 0.097 -4.170 -3.374
C 0.523 -5.032 -2.411
S 1.455 -4.250 -1.209
C 3.074 -1.774 -0.576
C 2.993 -2.377 0.650
C 4.262 -2.596 1.239
C 5.276 -2.154 0.449
S 4.704 -1.463 -1.006
C 2.091 -0.489 -2.588
C 3.067 -0.430 -3.522
C 2.892 0.654 -4.435
C 1.775 1.376 -4.189
S 0.895 0.743 -2.845
H 0.314 -2.009 -3.788
H -0.476 -4.476 -4.237
H 0.362 -6.098 -2.360
H 2.051 -2.651 1.107
H 4.411 -3.069 2.198
H 6.337 -2.204 0.633
H 3.900 -1.116 -3.575
H 3.577 0.870 -5.241
H 1.397 2.224 -4.736
Br -3.127 5.292 -1.271
C -2.499 4.501 0.325
C -2.614 5.147 1.543
C -2.134 4.484 2.660
C -1.570 3.227 2.512
N -1.456 2.603 1.337
C -1.918 3.247 0.265
H -3.068 6.126 1.614
H -2.196 4.935 3.641
H -1.178 2.703 3.369
H -1.827 2.739 -0.683
```

Charge: +2
2S+1: 1
HOMO-LUMO gap, Ha: 0.265
E, eV: -177131.446
Energy above the lowest of the compared OMol25 structures with the same formula, charge and spin, eV: 0.5840

***

(4)
The following is a quantum chemistry calculation of a molecular structure, C26H31N4O2RuS3, from the Open Molecules 2025 dataset.

```
67
C26H31N4O2RuS3 | the Open Molecules 2025 dataset | ωB97M-V/def2-TZVPD
Ru 0.170 0.409 -0.401
O -0.266 0.746 -2.640
N -1.514 1.042 -2.924
C -1.726 1.941 -3.910
C -2.987 2.324 -4.284
C -4.074 1.765 -3.606
C -3.845 0.848 -2.613
C -2.546 0.435 -2.248
S -2.210 -0.745 -1.072
H -0.812 2.313 -4.346
H -3.108 3.046 -5.079
H -5.088 2.046 -3.860
H -4.662 0.392 -2.071
S 2.086 -1.090 -0.727
C 3.494 -0.043 -0.522
C 4.769 -0.615 -0.597
C 5.924 0.132 -0.444
C 5.827 1.499 -0.206
C 4.573 2.082 -0.128
C 3.397 1.341 -0.278
S 1.846 2.181 -0.154
H 4.834 -1.681 -0.784
H 6.892 -0.351 -0.511
H 6.717 2.104 -0.082
H 4.482 3.146 0.056
C -0.748 4.616 -1.590
C -1.231 4.664 -0.135
C -2.566 5.405 -0.028
C -0.165 5.310 0.758
C -1.405 3.267 0.306
N -1.411 2.152 0.580
H -0.519 5.633 -1.916
H -1.520 4.204 -2.240
H 0.151 4.002 -1.678
H -2.430 6.430 -0.377
H -2.920 5.434 1.003
H -3.328 4.927 -0.644
H 0.003 6.333 0.416
H 0.771 4.753 0.699
H -0.491 5.338 1.798
C -0.411 -4.061 -0.671
C 0.461 -4.334 0.540
N -0.298 -4.715 1.735
C -0.976 -6.006 1.718
C -2.485 -5.874 1.566
C -0.341 -4.012 2.893
O -0.880 -4.443 3.906
C 0.258 -2.637 2.853
C 1.384 -2.311 3.593
C 1.926 -1.043 3.472
C 1.342 -0.151 2.586
N 0.245 -0.453 1.894
C -0.295 -1.659 2.040
H 0.220 -3.764 -1.509
H -1.106 -3.239 -0.488
H -0.985 -4.943 -0.966
H 1.066 -3.457 0.756
H 1.162 -5.149 0.327
H -0.747 -6.528 2.649
H -0.549 -6.580 0.894
H -2.893 -5.313 2.405
H -2.954 -6.860 1.554
H -2.745 -5.356 0.643
H 1.830 -3.052 4.246
H 2.815 -0.755 4.016
H 1.775 0.820 2.374
H -1.184 -1.859 1.451
```

Charge: -1
2S+1: 5
HOMO-LUMO gap (alpha / beta), Ha: 0.204 / 0.237
E, eV: -72609.626

***

no.,strongest force on any atom (hartree/bohr)
1,0.144
2,0.013
3,0.115
4,0.012